DFT (ωB97M-V/def2-TZVPD) results for 3 unconnected molecules or ions with the total composition CH6O3.

Each line ends with the natural charge from an NBO analysis.
Cartesian coordinates (Å):
O1 0.6493 -0.2465 0.3314  -0.520
C1 -0.2833 0.0015 -0.3862  0.289
H1 -1.3032 -0.1085 -0.0493  0.110
H2 -0.1286 0.3456 -1.4101  0.121
H3 -1.3030 -1.6133 1.4328  0.469
H4 -1.8908 -2.8751 1.9266  0.468
O2 -2.0777 -2.1788 1.2843  -0.938
H5 2.5218 1.8151 -1.5778  0.472
H6 2.0636 2.6044 -0.3543  0.473
O3 1.7519 2.2555 -1.1975  -0.943

The calculation puts the relative energy (zero: lowest compared OMol25 entry of this formula, charge and spin) at 0.173 eV. The structure (SMILES) is C=O.O.O. As for the charge: 0. The LUMO energy is 0.8 eV.



DFT (ωB97M-V/def2-TZVPD) results for 3 unconnected molecules or ions with the total composition CH6O4.

Each line ends with the natural charge from an NBO analysis.
Cartesian coordinates (Å):
O1 1.2552 -0.0922 -0.2134  -0.579
C1 0.1016 0.0318 -0.4758  0.653
O2 -0.8377 -0.0486 0.4654  -0.692
H1 -0.2723 0.2500 -1.4856  0.099
H2 -1.7448 -0.1771 0.1555  0.515
H3 -2.5021 -2.4518 -0.9275  0.476
H4 -3.4185 -1.7487 -1.8823  0.478
O3 -3.1111 -1.7030 -0.9626  -0.950
H5 2.0320 1.7260 1.6519  0.462
H6 2.9843 1.0120 0.8388  0.477
O4 2.9048 1.8750 1.2657  -0.938

The calculation puts the relative energy (zero: lowest compared OMol25 entry of this formula, charge and spin) at 0.638 eV. The structure (SMILES) is O=CO.O.O. As for the charge: 0. The LUMO energy is 0.2 eV.



DFT (ωB97M-V/def2-TZVPD) results for 3 unconnected molecules or ions with the total composition CH6O4 at a distorted geometry.

Each line ends with the natural charge from an NBO analysis.
Cartesian coordinates (Å):
O1 1.3383 0.4994 1.7812  -0.561
C1 0.6335 1.3655 1.3709  0.648
O2 0.6137 1.8520 0.0948  -0.707
H1 -0.0647 1.9424 1.9868  0.115
H2 1.2747 1.4533 -0.5106  0.505
H3 0.2173 -1.9642 -1.0941  0.490
H4 -0.5440 -0.9812 -2.1491  0.466
O3 0.2960 -1.3513 -1.8514  -0.941
H5 -2.3584 -0.9065 -0.2504  0.476
H6 -1.5813 -1.8109 -1.3327  0.454
O4 -2.3226 -1.7674 -0.6732  -0.944

The calculation puts the relative energy (zero: lowest compared OMol25 entry of this formula, charge and spin) at 1.060 eV. The structure (SMILES) is O=CO.O.O. As for the charge: 0. The LUMO energy is 0.4 eV.



DFT (ωB97M-V/def2-TZVPD) results for 2 unconnected molecules or ions with the total composition CH6OS2 at a distorted geometry.

Each line ends with the natural charge from an NBO analysis.
Cartesian coordinates (Å):
C1 2.7384 -0.2268 -2.6186  -0.739
S1 1.9001 1.3130 -2.0954  0.600
S2 1.9559 1.2237 -0.0363  0.117
H1 1.7850 -0.6965 -2.9067  0.280
H2 3.2492 -0.7967 -1.8524  0.281
H3 3.3608 -0.0303 -3.4793  0.279
H4 0.6997 0.9021 0.1735  0.182
H5 -5.8541 -0.5129 3.7926  0.469
H6 -4.4559 -0.6470 4.4077  0.464
O1 -5.3793 -0.5286 4.6150  -0.932

The calculation puts the relative energy (zero: lowest compared OMol25 entry of this formula, charge and spin) at 0.991 eV. As for the charge: +1. The LUMO energy (alpha / beta) is -5.4 / -9.0 eV. As for the multiplicity: 2.



DFT (ωB97M-V/def2-TZVPD) results for 2 unconnected molecules or ions with the total composition CH6P2 at a distorted geometry.

Each line ends with the natural charge from an NBO analysis.
Cartesian coordinates (Å):
C1 -0.1757 -0.3827 0.1024  -0.904
P1 1.3805 0.6668 -0.2346  0.304
P2 -1.6018 0.7059 -0.0881  0.347
H1 -0.1621 -1.0670 0.9775  0.236
H2 0.0730 -1.8057 -0.9822  0.109
H3 2.3849 -0.2344 0.0802  -0.018
H4 1.4821 0.3383 -1.5487  -0.020
H5 -0.9690 1.5686 0.8199  -0.019
H6 -2.4119 0.2103 0.8735  -0.034

The calculation puts the relative energy (zero: lowest compared OMol25 entry of this formula, charge and spin) at 3.290 eV. As for the charge: 0. The LUMO energy is 0.2 eV.



DFT (ωB97M-V/def2-TZVPD) results for CH6P2S in the gas phase at a distorted geometry.

Each line ends with the natural charge from an NBO analysis.
Cartesian coordinates (Å):
C1 -0.3212 0.0853 -0.7967  -0.933
P1 -1.4193 -0.4372 0.7595  0.243
P2 1.1376 -1.0795 -0.6439  0.464
S1 2.4484 -0.0087 0.6687  -0.306
H1 -0.7364 0.2023 -1.7478  0.235
H2 0.0225 1.0501 -0.3858  0.240
H3 -2.6302 -0.9652 0.2969  -0.015
H4 -2.0793 0.7277 0.5994  -0.029
H5 1.6771 -0.3236 -1.7357  -0.032
H6 1.8211 -0.2980 1.7732  0.133

The calculation puts the relative energy (zero: lowest compared OMol25 entry of this formula, charge and spin) at 0.704 eV. The structure (SMILES) is PCPS. As for the charge: 0. The LUMO energy is 0.7 eV.



DFT (ωB97M-V/def2-TZVPD) results for 2 unconnected molecules or ions with the total composition CH6P2S at a distorted geometry.

Each line ends with the natural charge from an NBO analysis.
Cartesian coordinates (Å):
C1 0.7273 2.4899 0.2478  -0.778
P1 -1.3691 -1.7537 0.1474  0.204
P2 2.0957 2.0692 1.0992  0.422
S1 -0.0637 -2.3429 -1.5571  -0.317
H1 -1.7339 -3.0566 0.4073  -0.027
H2 -0.2057 1.8584 0.2828  0.220
H3 0.8440 3.1855 -0.5100  0.194
H4 -2.7257 -1.6903 -0.5492  0.002
H5 1.3482 1.0352 1.6802  -0.059
H6 1.0828 -1.7948 -1.2484  0.139

The calculation puts the relative energy (zero: lowest compared OMol25 entry of this formula, charge and spin) at 1.680 eV. The structure (SMILES) is C=P.PS. As for the charge: 0. The LUMO energy is 0.2 eV.



DFT (ωB97M-V/def2-TZVPD) results for a molecular structure, CH6P2S at a distorted geometry.

Each line ends with the natural charge from an NBO analysis.
Cartesian coordinates (Å):
C1 -0.2498 0.1930 -0.5896  -0.728
P1 -1.0539 -1.1846 0.3369  0.304
P2 1.1409 0.5149 0.3810  0.579
S1 2.5585 -0.8871 -0.1732  -0.446
H1 -0.9269 0.9810 -0.6244  0.215
H2 1.6278 -0.8914 -1.2451  0.022
H3 0.2780 -1.9568 0.3604  0.036
H4 -1.3355 -1.9095 -0.8194  0.008
H5 1.7533 1.7760 0.1905  0.005
H6 1.2052 0.4963 1.7671  0.005

The calculation puts the relative energy (zero: lowest compared OMol25 entry of this formula, charge and spin) at 2.741 eV. As for the charge: 0. The LUMO energy (alpha / beta) is 0.8 / -2.5 eV. As for the multiplicity: 3.



DFT (ωB97M-V/def2-TZVPD) results for 2 unconnected molecules or ions with the total composition CH6S at a distorted geometry.

Each line ends with the natural charge from an NBO analysis.
Cartesian coordinates (Å):
S1 -2.7962 0.8963 0.9046  0.606
H1 -1.5244 1.2278 1.4060  0.212
H2 -2.3334 -0.3492 0.7138  0.181
C1 1.3159 -0.3602 -0.5954  -0.869
H3 1.9759 -1.1918 -0.7912  0.243
H4 0.6390 -0.7651 0.1623  0.181
H5 0.7567 -0.0207 -1.4825  0.213
H6 1.9665 0.5628 -0.3176  0.232

The calculation puts the relative energy (zero: lowest compared OMol25 entry of this formula, charge and spin) at 0.165 eV. As for the charge: +1. The LUMO energy (alpha / beta) is -5.5 / -10.8 eV. As for the multiplicity: 2.



DFT (ωB97M-V/def2-TZVPD) results for 2 unconnected molecules or ions with the total composition CH6S4 at a distorted geometry.

Each line ends with the natural charge from an NBO analysis.
Cartesian coordinates (Å):
S1 2.8060 0.7671 -1.1064  -0.117
S2 1.6870 2.5226 -1.1197  -0.150
H1 2.6876 0.7085 0.2254  0.134
H2 0.6931 2.1527 -1.9999  0.138
C1 -0.9771 -0.0507 -0.0437  -0.768
S3 -1.9389 -1.5003 0.4147  0.086
S4 -0.8335 -2.1778 2.1215  -0.153
H3 -0.3351 0.4358 0.6876  0.236
H4 -1.7584 0.6929 -0.2724  0.231
H5 -0.3678 -0.3070 -0.8977  0.222
H6 -1.6628 -3.2438 1.9906  0.141

The calculation puts the relative energy (zero: lowest compared OMol25 entry of this formula, charge and spin) at 0.723 eV. The structure (SMILES) is CSS.SS. As for the charge: 0. The LUMO energy is 0.1 eV.



DFT (ωB97M-V/def2-TZVPD) results for 2 unconnected molecules or ions with the total composition CH6S4 at a distorted geometry.

Each line ends with the natural charge from an NBO analysis.
Cartesian coordinates (Å):
S1 -4.7719 1.5780 2.4032  -0.134
S2 -2.9681 2.4210 2.8787  -0.111
H1 -4.6153 1.1157 1.1495  0.121
H2 -2.3487 1.2791 3.2167  0.124
C1 1.2337 -1.4448 -1.4076  -0.787
S3 2.5808 -0.9094 -2.4121  0.161
S4 3.9974 -0.2392 -1.1226  -0.202
H3 1.3843 -2.3750 -0.8542  0.222
H4 0.4814 -1.7427 -2.1493  0.235
H5 0.7091 -0.7479 -0.7624  0.232
H6 4.3173 1.0653 -0.9398  0.139

The calculation puts the relative energy (zero: lowest compared OMol25 entry of this formula, charge and spin) at 0.811 eV. The structure (SMILES) is CSS.SS. As for the charge: 0. The LUMO energy is 0.3 eV.



DFT (ωB97M-V/def2-TZVPD) results for 2 unconnected molecules or ions with the total composition CH7IN5 at a distorted geometry.

Each line ends with the natural charge from an NBO analysis.
Cartesian coordinates (Å):
C1 -0.1693 -0.7611 0.9821  0.350
N1 -0.3725 -0.5958 -2.1089  -0.291
N2 -1.3485 -0.9684 -1.5250  -0.308
N3 -0.0524 0.5301 1.1071  -0.372
N4 0.8650 -1.4920 0.7947  -0.746
N5 1.2760 1.0755 0.9831  -0.649
I1 0.6511 -3.4457 0.2256  0.474
H1 -1.1004 -1.3532 1.2530  0.257
H2 -0.2752 -0.8881 -3.1341  0.314
H3 -0.8533 1.0253 1.3902  0.428
H4 1.7726 -0.8788 0.7201  0.457
H5 1.4827 0.9431 0.0459  0.370
H6 1.5155 1.9569 1.2334  0.406
H7 -2.0256 -1.6891 -2.0266  0.309

The calculation puts the relative energy (zero: lowest compared OMol25 entry of this formula, charge and spin) at 0.114 eV. As for the charge: +1. The LUMO energy is -4.6 eV.